{
  "formula": "C2H6N2O3",
  "method": "wB97M-V/def2-TZVPD",
  "elements": ["C", "C", "H", "H", "H", "H", "H", "H", "N", "N", "O", "O", "O"],
  "coordinates": [[-1.55762, -0.55155, 0.76596], [0.60170, 0.73096, -0.39657], [-2.95808, -0.95040, 0.47494], [-1.20425, 0.54502, 1.89717], [-0.46994, -1.75373, 0.94308], [-1.01640, 1.94187, -0.39227], [1.06132, -1.55397, -1.71206], [2.57174, 0.39062, 0.28138], [-0.61630, 0.98912, -0.82521], [1.37231, -0.46168, -0.90043], [-1.57660, -0.12488, -0.69432], [1.26386, 1.46191, 0.40742], [2.52825, -0.66329, 0.15091]],
  "forces_ev_per_a": [[-1.4, -1.6, -0.8], [5.5, -2.0, 1.7], [4.3, 0.7, 2.2], [-1.3, -3.1, -3.6], [-3.2, 3.5, -0.4], [1.0, -3.0, -1.1], [1.0, 4.6, 3.9], [0.1, -2.6, 0.2], [-3.7, 1.8, 0.0], [-0.5, -1.3, 0.0], [2.5, 1.9, 2.9], [-2.0, -1.3, -2.3], [-2.4, 2.4, -2.7]],
  "total_energy_ha": -414.57728,
  "lumo_ev": -0.42,
  "de_lowest_ev": 14.105,
  "homo_ev": -9.32,
  "orbital_gap_ev": 8.910,
  "total_charge": 0
}

=====

{
  "formula": "C5H8BrClO",
  "method": "wB97M-V/def2-TZVPD",
  "elements": ["C", "C", "C", "C", "C", "O", "Cl", "Br", "H", "H", "H", "H", "H", "H", "H", "H"],
  "coordinates": [[-0.35255, 0.30074, -1.02297], [1.86210, -0.59943, -0.46818], [0.36074, 0.09180, 1.39361], [0.37815, -0.46298, -0.00990], [-2.25563, 0.57245, -0.57881], [-0.05147, 1.04892, -1.83343], [-2.47796, 2.14553, 0.24792], [-2.85842, -0.96192, 0.46256], [2.47744, -1.51915, -0.11930], [1.83588, -0.72947, -1.48441], [2.45183, 0.36176, -0.24250], [-0.52537, -0.08253, 2.09541], [1.18207, -0.50366, 1.79188], [0.69604, 1.11119, 1.31869], [0.01531, -1.46275, -0.02041], [-2.73815, 0.68950, -1.53017]],
  "forces_ev_per_a": [[-4.9, 0.6, 3.7], [1.4, 0.5, 2.2], [-0.5, -0.8, 1.1], [1.8, -1.3, -0.4], [2.9, -0.6, 0.3], [1.6, 1.6, -3.0], [0.2, -0.7, -0.1], [-0.3, 0.5, -0.4], [-1.4, 1.6, 0.1], [0.2, -0.1, -2.7], [-0.8, -1.5, -0.3], [1.0, 0.5, -1.5], [0.0, 0.3, 0.7], [-0.1, 0.6, 0.5], [-0.8, -0.9, 0.1], [-0.4, -0.4, -0.3]],
  "total_energy_ha": -3304.68751,
  "lumo_ev": 0.57,
  "de_lowest_ev": 1.134,
  "homo_ev": -8.91,
  "orbital_gap_ev": 9.480,
  "total_charge": 0
}

=====

{
  "formula": "C4H9N",
  "method": "wB97M-V/def2-TZVPD",
  "elements": ["C", "C", "C", "H", "H", "H", "H", "C", "N", "H", "H", "H", "H", "H"],
  "coordinates": [[-0.33676, 0.57698, 0.83924], [-0.95176, 1.22739, 1.64043], [-1.78639, 2.02824, 2.52538], [0.14764, -0.01105, 0.09328], [-2.00225, 1.47218, 3.44500], [-1.28749, 2.96798, 2.77675], [-2.71495, 2.21960, 1.99291], [0.79979, -1.22565, -1.89955], [2.01317, -1.99568, -2.19009], [0.68116, -0.49720, -2.71867], [-0.07686, -1.85319, -2.06327], [0.60980, -0.71507, -0.92822], [2.82265, -1.41344, -1.97185], [2.08226, -2.78110, -1.54133]],
  "forces_ev_per_a": [[-0.3, 0.3, 0.4], [0.2, -0.2, -0.4], [0.2, -0.2, 0.1], [-0.2, 0.5, 0.8], [0.0, 0.2, -0.1], [-0.2, -0.1, 0.0], [-0.2, 0.2, 0.2], [-0.9, 0.2, -1.1], [0.1, 0.3, 1.2], [0.2, 0.2, 0.5], [0.1, -0.3, 0.2], [1.1, -0.9, -1.2], [-0.1, -0.2, -0.2], [0.0, 0.1, -0.2]],
  "total_energy_ha": -212.46053,
  "lumo_ev": 0.99,
  "smiles": "C#CC.CN",
  "de_lowest_ev": 2.466,
  "homo_ev": -9.67,
  "orbital_gap_ev": 10.663,
  "total_charge": 0
}